one | Computed, not measured: C5H14N2 in the gas phase, with wB97M-V/def2-TZVPD.

Properties
- structure (SMILES) = CC(C)CNCN
- frontier orbital gap (eV) = 9.367

Positions of all 21 atoms, in Å:
C1 1.47892 1.15958 -2.08889
C2 1.34685 0.25790 -0.86621
C3 1.96407 0.87493 0.39610
C4 -0.15026 -0.03910 -0.66679
N1 -0.44578 -0.82215 0.51681
C5 -1.44954 -0.54314 1.51402
N2 -2.78796 -1.07840 1.27040
H1 1.11141 0.61539 -2.95682
H2 0.95963 2.09790 -1.94740
H3 2.53139 1.29513 -2.38319
H4 1.87057 -0.68640 -1.04500
H5 1.69243 1.92741 0.44842
H6 3.04703 0.78360 0.32968
H7 1.57338 0.42805 1.30343
H8 -0.66865 0.90654 -0.60872
H9 -0.54049 -0.56762 -1.54198
H10 0.11737 -1.64429 0.64723
H11 -1.52829 0.54750 1.56828
H12 -1.06488 -0.87040 2.48092
H13 -2.67708 -1.93942 0.74468
H14 -3.30759 -0.45162 0.66745



two | Computed, not measured: C5H14N2 in the gas phase, with wB97M-V/def2-TZVPD.

Properties
- structure (SMILES) = NCCCCCN
- frontier orbital gap (eV) = 9.930

Positions of all 21 atoms, in Å:
N1 0.04668 -3.30184 0.16409
C1 0.25961 -2.21254 -0.77291
C2 0.70452 -0.87369 -0.12739
C3 -0.36767 -0.14716 0.65783
C4 -0.99285 1.06049 -0.05489
C5 0.01309 2.16396 -0.47563
N2 -0.02002 3.23889 0.54273
H1 0.81796 -3.58461 0.74661
H2 -0.82097 -3.18486 0.63114
H3 -0.65616 -2.13668 -1.35814
H4 1.08331 -2.45401 -1.44801
H5 1.22015 -0.29814 -0.89619
H6 1.49451 -1.22647 0.54766
H7 -1.14233 -0.83458 1.00483
H8 0.05522 0.23072 1.59955
H9 -1.43246 0.66661 -0.98197
H10 -1.77647 1.52663 0.52868
H11 1.01312 1.72823 -0.47075
H12 -0.27591 2.58788 -1.43040
H13 0.33070 4.13939 0.22159
H14 0.44597 2.91177 1.37156



three | Computed, not measured: C5H14N2 in the gas phase, with wB97M-V/def2-TZVPD.

Properties
- structure (SMILES) = CC(C)CNCN
- frontier orbital gap (eV) = 9.940

Positions of all 21 atoms, in Å:
C1 -1.11959 -1.97595 -0.79099
C2 -1.11919 -0.42390 -0.63309
C3 -2.48013 0.23350 -0.36650
C4 -0.04738 0.14328 0.30872
N1 1.01112 0.85636 -0.41554
C5 2.00161 1.38713 0.47900
N2 2.78793 0.34286 1.17030
H1 -1.98969 -2.43741 -0.33006
H2 -1.02155 -2.18722 -1.84810
H3 -0.28560 -2.34808 -0.19595
H4 -0.86756 -0.03193 -1.62631
H5 -2.85359 0.01584 0.63627
H6 -3.26555 -0.11680 -1.04694
H7 -2.41973 1.29532 -0.59561
H8 -0.51425 0.76647 1.07276
H9 0.43407 -0.69161 0.83894
H10 1.41977 0.25297 -1.11233
H11 1.52900 2.12142 1.13474
H12 2.70057 2.00577 -0.09411
H13 2.34062 0.20236 2.06559
H14 3.75914 0.58962 1.34922



four | Computed, not measured: C5H14N2 in the gas phase, with wB97M-V/def2-TZVPD.

Properties
- structure (SMILES) = C[C@H](CN)N(C)C
- frontier orbital gap (eV) = 9.367

Positions of all 21 atoms, in Å:
C1 -0.41553 -1.61955 -0.47191
C2 -0.37442 -0.20072 0.26330
C3 -1.50350 0.85441 0.18969
N1 -2.77976 0.30683 0.67278
N2 0.93011 0.57040 0.14454
C4 1.54380 0.95954 -1.14355
C5 1.92866 -0.23366 0.90395
H1 0.50476 -1.84896 -0.87304
H2 -1.20247 -1.63483 -1.29253
H3 -0.74419 -2.54954 -0.03648
H4 -0.24845 -0.59977 1.18343
H5 -1.08105 1.64671 0.86669
H6 -1.59540 1.21158 -0.87495
H7 -3.54886 0.37096 -0.00747
H8 -3.04429 0.91613 1.40725
H9 0.64300 1.53930 -1.57290
H10 2.04431 0.07162 -1.56093
H11 2.30771 1.73870 -1.06937
H12 1.88235 -0.03216 2.02355
H13 2.95282 -0.13330 0.51165
H14 1.80038 -1.33367 0.73630



The winner here is one, beating the second structure by 3.5 kcal/mol.